The following is a quantum chemistry calculation of a 13-piece molecular cluster, C91H211N13O20 overall in a non-equilibrium geometry, from OMol25.

Bonds (Å) are listed after each position.
Geometry (Å):
1 C -3.730 10.497 -0.396  O2 1.412, H10 1.063, H11 1.109, H12 1.091
2 O -2.888 9.368 -0.291  C1 1.412, C3 1.467
3 C -3.535 8.075 -0.045  O2 1.467, C4 1.540, H13 1.071, H14 1.075
4 C -2.377 7.205 0.479  C3 1.540, N5 1.452, H15 1.081, H16 1.082
5 N -1.982 7.589 1.822  C4 1.452, C6 1.457, H17 1.011
6 C -1.044 6.648 2.421  N5 1.457, C7 1.498, H18 1.100, H19 1.135
7 C -1.832 5.438 2.820  C6 1.498, O8 1.476, H20 1.078, H21 1.072
8 O -0.891 4.313 2.988  C7 1.476, C9 1.407
9 C -1.306 3.366 3.941  O8 1.407, H22 1.099, H23 1.085, H24 1.095
10 H -4.077 10.762 0.573  C1 1.063
11 H -4.613 10.383 -1.057  C1 1.109
12 H -3.146 11.311 -0.830  C1 1.091
13 H -3.950 7.664 -0.942  C3 1.071
14 H -4.301 8.220 0.696  C3 1.075
15 H -1.533 7.336 -0.183  C4 1.081
16 H -2.585 6.148 0.584  C4 1.082
17 H -1.587 8.517 1.891  N5 1.011
18 H -0.603 7.043 3.347  C6 1.100
19 H -0.220 6.286 1.730  C6 1.135
20 H -2.487 5.197 1.998  C7 1.078
21 H -2.397 5.556 3.723  C7 1.072
22 H -1.266 3.785 4.957  C9 1.099
23 H -0.538 2.600 3.956  C9 1.085
24 H -2.320 3.029 3.698  C9 1.095
25 C 1.709 3.695 -4.386  O26 1.404, H34 1.116, H35 1.091, H36 1.101
26 O 1.206 2.892 -5.422  C25 1.404, C27 1.430
27 C 1.728 1.572 -5.249  O26 1.430, C28 1.555, H37 1.136, H38 1.130
28 C 1.332 0.751 -6.510  C27 1.555, N29 1.507, H39 1.106, H40 1.096
29 N 1.964 1.340 -7.746  C28 1.507, C30 1.511, H41 1.011
30 C 1.492 0.770 -9.062  N29 1.511, C31 1.520, H42 1.077, H43 1.101
31 C 0.118 1.312 -9.423  C30 1.520, O32 1.400, H44 1.110, H45 1.106
32 O 0.253 2.659 -9.777  C31 1.400, C33 1.423
33 C -0.873 3.418 -9.351  O32 1.423, H46 1.113, H47 1.091, H48 1.090
34 H 2.795 3.759 -4.640  C25 1.116
35 H 1.604 3.237 -3.401  C25 1.091
36 H 1.132 4.631 -4.337  C25 1.101
37 H 1.317 1.142 -4.282  C27 1.136
38 H 2.855 1.576 -5.176  C27 1.130
39 H 0.233 0.642 -6.565  C28 1.106
40 H 1.767 -0.246 -6.381  C28 1.096
41 H 1.808 2.339 -7.747  N29 1.011
42 H 1.414 -0.296 -8.935  C30 1.077
43 H 2.220 1.022 -9.849  C30 1.101
44 H -0.481 1.284 -8.488  C31 1.110
45 H -0.405 0.813 -10.260  C31 1.106
46 H -1.197 3.306 -8.293  C33 1.113
47 H -1.763 3.153 -9.923  C33 1.091
48 H -0.703 4.469 -9.586  C33 1.090
49 C -0.094 -7.189 9.898  O50 1.402, H58 1.118, H59 1.119, H60 1.080
50 O -0.538 -6.714 8.656  C49 1.402, C51 1.454
51 C -0.002 -5.456 8.162  O50 1.454, C52 1.499, H61 1.102, H62 1.098
52 C -0.949 -5.153 7.039  C51 1.499, N53 1.458, H63 1.105, H64 1.094
53 N -0.897 -6.174 5.999  C52 1.458, C54 1.492, H65 1.003
54 C -1.894 -5.985 4.905  N53 1.492, C55 1.513, H66 1.081, H67 1.116
55 C -1.296 -5.044 3.882  C54 1.513, O56 1.433, H68 1.035, H69 1.110
56 O -2.167 -4.918 2.752  C55 1.433, C57 1.403
57 C -3.040 -3.825 2.863  O56 1.403, H70 1.120, H71 1.097, H72 1.119
58 H -0.071 -6.336 10.620  C49 1.118
59 H 0.921 -7.660 9.891  C49 1.119
60 H -0.816 -7.916 10.238  C49 1.080
61 H 1.045 -5.612 7.857  C51 1.102
62 H -0.069 -4.709 8.964  C51 1.098
63 H -0.561 -4.174 6.705  C52 1.105
64 H -1.985 -4.984 7.345  C52 1.094
65 H -0.984 -7.051 6.478  N53 1.003
66 H -2.823 -5.593 5.292  C54 1.081
67 H -2.016 -7.003 4.464  C54 1.116
68 H -0.451 -5.481 3.474  C55 1.035
69 H -0.997 -4.027 4.213  C55 1.110
70 H -2.506 -2.840 2.877  C57 1.120
71 H -3.828 -3.890 3.623  C57 1.097
72 H -3.553 -3.713 1.875  C57 1.119
73 C 1.796 5.929 -0.907  O74 1.398, H82 1.113, H83 1.098, H84 1.104
74 O 0.829 6.256 -1.863  C73 1.398, C75 1.413
75 C -0.323 5.446 -1.761  O74 1.413, C76 1.487, H85 1.083, H86 1.107
76 C -1.256 5.923 -2.816  C75 1.487, N77 1.429, H87 1.110, H88 1.083
77 N -2.637 5.662 -2.557  C76 1.429, C78 1.445, H89 1.025
78 C -3.572 6.109 -3.562  N77 1.445, C79 1.488, H90 1.061, H91 1.088
79 C -4.927 5.576 -3.253  C78 1.488, O80 1.437, H92 1.127, H93 1.117
80 O -4.911 4.152 -3.445  C79 1.437, C81 1.435
81 C -6.266 3.749 -3.690  O80 1.435, H94 1.077, H95 1.082, H96 1.097
82 H 2.754 6.445 -1.141  C73 1.113
83 H 2.001 4.851 -0.884  C73 1.098
84 H 1.505 6.145 0.135  C73 1.104
85 H -0.756 5.527 -0.771  C75 1.083
86 H -0.095 4.369 -1.875  C75 1.107
87 H -1.035 5.547 -3.837  C76 1.110
88 H -1.103 6.990 -2.919  C76 1.083
89 H -2.782 4.658 -2.414  N77 1.025
90 H -3.298 5.916 -4.569  C78 1.061
91 H -3.610 7.192 -3.469  C78 1.088
92 H -5.699 5.952 -3.983  C79 1.127
93 H -5.161 5.873 -2.202  C79 1.117
94 H -6.326 2.680 -3.571  C81 1.077
95 H -6.642 3.886 -4.695  C81 1.082
96 H -6.958 4.221 -2.980  C81 1.097
97 C 0.409 -2.101 -3.611  O98 1.430, H106 1.077, H107 1.093, H108 1.099
98 O 1.697 -2.106 -4.231  C97 1.430, C99 1.343
99 C 2.765 -1.541 -3.645  O98 1.343, C100 1.545, H109 1.102, H110 1.088
100 C 3.519 -2.493 -2.690  C99 1.545, N101 1.457, H111 1.103, H112 1.062
101 N 4.867 -1.966 -2.522  C100 1.457, C102 1.473, H113 1.032
102 C 5.793 -2.372 -3.592  N101 1.473, C103 1.526, H114 1.113, H115 1.085
103 C 6.342 -3.796 -3.555  C102 1.526, O104 1.455, H116 1.068, H117 1.089
104 O 5.398 -4.687 -4.210  C103 1.455, C105 1.394
105 C 5.637 -6.031 -3.933  O104 1.394, H118 1.090, H119 1.086, H120 1.089
106 H 0.015 -1.110 -3.457  C97 1.077
107 H 0.440 -2.536 -2.608  C97 1.093
108 H -0.237 -2.676 -4.289  C97 1.099
109 H 2.575 -0.598 -3.107  C99 1.102
110 H 3.455 -1.302 -4.451  C99 1.088
111 H 3.451 -3.502 -3.129  C100 1.103
112 H 3.034 -2.469 -1.746  C100 1.062
113 H 5.247 -2.256 -1.608  N101 1.032
114 H 6.677 -1.717 -3.428  C102 1.113
115 H 5.434 -2.145 -4.591  C102 1.085
116 H 6.538 -4.001 -2.525  C103 1.068
117 H 7.259 -3.924 -4.129  C103 1.089
118 H 6.695 -6.226 -4.107  C105 1.090
119 H 5.073 -6.646 -4.629  C105 1.086
120 H 5.288 -6.262 -2.928  C105 1.089
121 C -4.524 2.304 -8.619  O122 1.386, H130 1.119, H131 1.085, H132 1.092
122 O -3.490 2.280 -7.698  C121 1.386, C123 1.429
123 C -3.873 2.161 -6.326  O122 1.429, C124 1.496, H133 1.099, H134 1.111
124 C -2.663 1.991 -5.464  C123 1.496, N125 1.425, H135 1.114, H136 1.084
125 N -2.958 1.780 -4.085  C124 1.425, C126 1.473, H137 1.028
126 C -1.789 1.642 -3.200  N125 1.473, C127 1.550, H138 1.121, H139 1.099
127 C -2.291 1.552 -1.737  C126 1.550, O128 1.408, H140 1.123, H141 1.112
128 O -2.973 2.748 -1.442  C127 1.408, C129 1.403
129 C -3.328 2.903 -0.094  O128 1.403, H142 1.098, H143 1.101, H144 1.103
130 H -5.188 1.465 -8.292  C121 1.119
131 H -4.089 2.156 -9.603  C121 1.085
132 H -5.092 3.238 -8.612  C121 1.092
133 H -4.584 1.337 -6.170  C123 1.099
134 H -4.303 3.133 -6.003  C123 1.111
135 H -1.967 2.856 -5.557  C124 1.114
136 H -2.077 1.150 -5.819  C124 1.084
137 H -3.571 2.526 -3.733  N125 1.028
138 H -1.130 2.545 -3.287  C126 1.121
139 H -1.188 0.750 -3.424  C126 1.099
140 H -1.414 1.491 -1.037  C127 1.123
141 H -2.941 0.650 -1.689  C127 1.112
142 H -3.855 1.999 0.241  C129 1.098
143 H -4.054 3.695 0.145  C129 1.101
144 H -2.393 3.069 0.466  C129 1.103
145 C -2.746 -0.027 3.120  O146 1.436, H154 1.115, H155 1.107, H156 1.125
146 O -3.521 -0.517 4.225  C145 1.436, C147 1.386
147 C -4.889 -0.353 4.065  O146 1.386, C148 1.566, H157 1.072, H158 1.122
148 C -5.630 -1.269 5.097  C147 1.566, N149 1.441, H159 1.091, H160 1.132
149 N -7.060 -1.283 4.923  C148 1.441, C150 1.408, H161 1.023
150 C -7.636 -2.016 5.979  N149 1.408, C151 1.604, H162 1.097, H163 1.074
151 C -7.143 -3.537 6.101  C150 1.604, O152 1.406, H164 1.086, H165 1.057
152 O -7.296 -4.054 4.803  C151 1.406, C153 1.360
153 C -6.838 -5.329 4.684  O152 1.360, H166 1.116, H167 1.056, H168 1.077
154 H -3.019 -0.569 2.185  C145 1.115
155 H -1.685 -0.236 3.356  C145 1.107
156 H -2.971 1.071 3.017  C145 1.125
157 H -5.252 -0.708 3.121  C147 1.072
158 H -5.170 0.725 4.195  C147 1.122
159 H -5.329 -0.944 6.093  C148 1.091
160 H -5.130 -2.273 4.938  C148 1.132
161 H -7.323 -1.663 4.010  N149 1.023
162 H -8.728 -2.007 5.873  C150 1.097
163 H -7.460 -1.508 6.908  C150 1.074
164 H -7.702 -4.167 6.787  C151 1.086
165 H -6.122 -3.662 6.343  C151 1.057
166 H -5.890 -5.537 5.236  C153 1.116
167 H -6.645 -5.626 3.688  C153 1.056
168 H -7.504 -6.049 5.127  C153 1.077
169 C 0.143 1.334 1.415  C170 1.517, H175 1.104, H176 1.081, H177 1.118
170 C 0.825 0.538 0.317  C169 1.517, C171 1.523, N174 1.468, H178 1.145
171 C 0.211 -0.808 -0.045  C170 1.523, O172 1.460, H179 1.120, H180 1.129
172 O -0.091 -1.651 1.108  C171 1.460, C173 1.432
173 C -0.570 -2.921 0.651  O172 1.432, H181 1.114, H182 1.099, H183 1.112
174 N 1.039 1.227 -0.962  C170 1.468, H184 1.021, H185 1.012
175 H 0.495 2.379 1.460  C169 1.104
176 H 0.417 0.887 2.360  C169 1.081
177 H -0.965 1.346 1.266  C169 1.118
178 H 1.845 0.232 0.737  C170 1.145
179 H 0.910 -1.409 -0.681  C171 1.120
180 H -0.723 -0.631 -0.655  C171 1.129
181 H 0.278 -3.400 0.109  C173 1.114
182 H -1.418 -2.806 -0.038  C173 1.099
183 H -0.809 -3.524 1.554  C173 1.112
184 H 1.934 0.987 -1.392  N174 1.021
185 H 1.066 2.188 -0.647  N174 1.012
186 C -3.200 -1.330 -4.678  C187 1.503, H197 1.101, H198 1.120, H199 1.130
187 C -4.148 -2.004 -3.726  C186 1.503, C188 1.552, N192 1.486, C196 1.486
188 C -3.386 -3.188 -3.071  C187 1.552, C189 1.546, H200 1.110, H201 1.097
189 C -4.156 -3.730 -1.845  C188 1.546, C190 1.534, H202 1.099, H203 1.115
190 C -4.349 -2.563 -0.867  C189 1.534, C191 1.544, H204 1.102, H205 1.110
191 C -5.177 -1.403 -1.461  C190 1.544, N192 1.487, C194 1.503, C195 1.516
192 N -4.451 -0.984 -2.689  C187 1.486, C191 1.487, O193 1.406
193 O -5.173 0.045 -3.319  N192 1.406, H215 1.009
194 C -6.606 -1.826 -1.659  C191 1.503, H206 1.107, H207 1.090, H208 1.084
195 C -5.087 -0.288 -0.438  C191 1.516, H209 1.099, H210 1.078, H211 1.128
196 C -5.339 -2.499 -4.463  C187 1.486, H212 1.066, H213 1.100, H214 1.102
197 H -3.727 -0.578 -5.285  C186 1.101
198 H -2.768 -2.065 -5.404  C186 1.120
199 H -2.398 -0.815 -4.071  C186 1.130
200 H -3.144 -3.891 -3.895  C188 1.110
201 H -2.372 -2.952 -2.725  C188 1.097
202 H -3.618 -4.532 -1.322  C189 1.099
203 H -5.175 -4.066 -2.149  C189 1.115
204 H -3.387 -2.154 -0.517  C190 1.102
205 H -4.827 -2.961 0.051  C190 1.110
206 H -7.163 -1.985 -0.716  C194 1.107
207 H -7.199 -1.070 -2.175  C194 1.090
208 H -6.808 -2.758 -2.175  C194 1.084
209 H -5.660 -0.483 0.479  C195 1.099
210 H -4.056 -0.114 -0.178  C195 1.078
211 H -5.426 0.678 -0.912  C195 1.128
212 H -5.939 -1.690 -4.813  C196 1.066
213 H -5.884 -3.208 -3.822  C196 1.100
214 H -4.882 -3.087 -5.275  C196 1.102
215 H -4.435 0.611 -3.709  O193 1.009
216 C 2.671 -2.742 2.250  C217 1.510, H227 1.087, H228 1.069, H229 1.080
217 C 2.841 -2.275 3.676  C216 1.510, C218 1.485, N222 1.438, C226 1.535
218 C 4.074 -1.446 3.647  C217 1.485, C219 1.537, H230 1.094, H231 1.110
219 C 4.303 -0.667 4.952  C218 1.537, C220 1.481, H232 1.132, H233 1.075
220 C 3.126 0.146 5.334  C219 1.481, C221 1.518, H234 1.094, H235 1.091
221 C 1.842 -0.658 5.241  C220 1.518, N222 1.483, C224 1.536, C225 1.532
222 N 1.773 -1.346 3.930  C217 1.438, C221 1.483, O223 1.393
223 O 0.610 -2.114 3.922  N222 1.393, H245 0.983
224 C 1.629 -1.538 6.482  C221 1.536, H236 1.089, H237 1.117, H238 1.088
225 C 0.696 0.358 5.284  C221 1.532, H239 1.082, H240 1.097, H241 1.084
226 C 2.857 -3.562 4.512  C217 1.535, H242 1.116, H243 1.087, H244 1.074
227 H 1.916 -3.507 2.087  C216 1.087
228 H 3.621 -2.991 1.829  C216 1.069
229 H 2.246 -1.950 1.651  C216 1.080
230 H 4.979 -2.051 3.536  C218 1.094
231 H 3.992 -0.743 2.792  C218 1.110
232 H 5.168 0.051 4.824  C219 1.132
233 H 4.588 -1.325 5.753  C219 1.075
234 H 2.954 0.940 4.602  C220 1.094
235 H 3.143 0.533 6.354  C220 1.091
236 H 0.688 -2.077 6.392  C224 1.089
237 H 2.491 -2.210 6.710  C224 1.117
238 H 1.611 -0.921 7.379  C224 1.088
239 H -0.292 -0.082 5.300  C225 1.082
240 H 0.797 0.924 6.218  C225 1.097
241 H 0.810 0.972 4.397  C225 1.084
242 H 3.464 -4.292 3.925  C226 1.116
243 H 1.873 -3.941 4.778  C226 1.087
244 H 3.353 -3.474 5.461  C226 1.074
245 H 0.335 -2.020 2.983  O223 0.983
246 C -1.009 -8.633 -3.468  C247 1.558, H257 1.129, H258 1.094, H259 1.123
247 C 0.161 -7.712 -3.011  C246 1.558, C248 1.516, N252 1.469, C256 1.531
248 C -0.239 -6.260 -3.190  C247 1.516, C249 1.529, H260 1.119, H261 1.097
249 C -1.093 -5.779 -2.017  C248 1.529, C250 1.579, H262 1.098, H263 1.110
250 C -0.367 -6.148 -0.665  C249 1.579, C251 1.538, H264 1.137, H265 1.076
251 C -0.137 -7.661 -0.508  C250 1.538, N252 1.462, C254 1.560, C255 1.537
252 N 0.679 -8.012 -1.669  C247 1.469, C251 1.462, O253 1.465
253 O 0.807 -9.471 -1.629  N252 1.465, H275 0.949
254 C 0.741 -7.921 0.754  C251 1.560, H266 1.102, H267 1.100, H268 1.113
255 C -1.475 -8.394 -0.318  C251 1.537, H269 1.107, H270 1.118, H271 1.114
256 C 1.260 -8.017 -4.033  C247 1.531, H272 1.062, H273 1.089, H274 1.093
257 H -0.788 -9.739 -3.406  C246 1.129
258 H -1.222 -8.349 -4.503  C246 1.094
259 H -1.909 -8.480 -2.815  C246 1.123
260 H 0.658 -5.591 -3.191  C248 1.119
261 H -0.789 -6.169 -4.135  C248 1.097
262 H -2.099 -6.219 -2.057  C249 1.098
263 H -1.234 -4.678 -2.027  C249 1.110
264 H -0.996 -5.799 0.215  C250 1.137
265 H 0.587 -5.654 -0.616  C250 1.076
266 H 0.175 -7.689 1.671  C254 1.102
267 H 0.980 -8.993 0.804  C254 1.100
268 H 1.679 -7.325 0.683  C254 1.113
269 H -1.498 -9.472 -0.565  C255 1.107
270 H -1.872 -8.235 0.715  C255 1.118
271 H -2.217 -7.887 -0.976  C255 1.114
272 H 2.192 -7.640 -3.690  C256 1.062
273 H 1.000 -7.569 -4.991  C256 1.089
274 H 1.324 -9.104 -4.128  C256 1.093
275 H 1.731 -9.679 -1.686  O253 0.949
276 C 6.550 5.033 5.030  C277 1.519, H287 1.086, H288 1.098, H289 1.091
277 C 5.193 4.420 4.731  C276 1.519, C278 1.516, N282 1.458, C286 1.527
278 C 4.309 4.521 5.957  C277 1.516, C279 1.517, H290 1.089, H291 1.088
279 C 2.808 4.457 5.741  C278 1.517, C280 1.524, H292 1.082, H293 1.089
280 C 2.378 5.507 4.722  C279 1.524, C281 1.543, H294 1.104, H295 1.078
281 C 3.157 5.306 3.406  C280 1.543, N282 1.493, C284 1.550, C285 1.541
282 N 4.624 5.256 3.681  C277 1.458, C281 1.493, O283 1.421
283 O 5.367 4.948 2.509  N282 1.421, H305 0.974
284 C 2.665 4.024 2.686  C281 1.550, H296 1.078, H297 1.109, H298 1.136
285 C 2.833 6.582 2.607  C281 1.541, H299 1.080, H300 1.079, H301 1.087
286 C 5.419 2.956 4.357  C277 1.527, H302 1.124, H303 1.072, H304 1.083
287 H 7.239 4.986 4.192  C276 1.086
288 H 7.147 4.614 5.851  C276 1.098
289 H 6.346 6.060 5.338  C276 1.091
290 H 4.532 3.767 6.711  C278 1.089
291 H 4.540 5.453 6.470  C278 1.088
292 H 2.387 4.705 6.706  C279 1.082
293 H 2.496 3.455 5.453  C279 1.089
294 H 2.588 6.480 5.198  C280 1.104
295 H 1.324 5.484 4.500  C280 1.078
296 H 2.732 3.170 3.342  C284 1.078
297 H 1.600 4.147 2.406  C284 1.109
298 H 3.190 3.793 1.706  C284 1.136
299 H 3.377 6.534 1.675  C285 1.080
300 H 1.788 6.643 2.347  C285 1.079
301 H 3.292 7.421 3.125  C285 1.087
302 H 6.180 2.796 3.546  C286 1.124
303 H 4.526 2.433 4.078  C286 1.072
304 H 5.872 2.538 5.248  C286 1.083
305 H 5.690 5.770 2.099  O283 0.974
306 C 6.157 -0.665 0.531  C307 1.515, H317 1.111, H318 1.095, H319 1.064
307 C 6.009 0.835 0.381  C306 1.515, C308 1.538, N312 1.483, C316 1.494
308 C 7.417 1.370 0.691  C307 1.538, C309 1.494, H320 1.139, H321 1.080
309 C 7.578 2.808 0.319  C308 1.494, C310 1.559, H322 1.126, H323 1.111
310 C 7.365 3.017 -1.212  C309 1.559, C311 1.569, H324 1.104, H325 1.089
311 C 5.943 2.493 -1.619  C310 1.569, N312 1.507, C314 1.554, C315 1.543
312 N 5.803 1.100 -1.064  C307 1.483, C311 1.507, O313 1.457
313 O 4.443 0.614 -1.255  N312 1.457, H335 1.015
314 C 4.851 3.533 -1.246  C311 1.554, H326 1.142, H327 1.093, H328 1.089
315 C 6.030 2.266 -3.143  C311 1.543, H329 1.101, H330 1.110, H331 1.118
316 C 5.021 1.422 1.336  C307 1.494, H332 1.091, H333 1.083, H334 1.109
317 H 6.432 -0.724 1.607  C306 1.111
318 H 6.930 -1.070 -0.130  C306 1.095
319 H 5.296 -1.276 0.397  C306 1.064
320 H 7.564 1.203 1.808  C308 1.139
321 H 8.172 0.825 0.144  C308 1.080
322 H 8.618 3.080 0.652  C309 1.126
323 H 6.950 3.466 0.958  C309 1.111
324 H 8.042 2.360 -1.786  C310 1.104
325 H 7.423 4.017 -1.639  C310 1.089
326 H 4.764 3.597 -0.110  C314 1.142
327 H 5.187 4.522 -1.570  C314 1.093
328 H 3.890 3.295 -1.699  C314 1.089
329 H 6.034 3.218 -3.697  C315 1.101
330 H 6.936 1.732 -3.499  C315 1.110
331 H 5.092 1.733 -3.437  C315 1.118
332 H 5.159 2.501 1.430  C316 1.091
333 H 5.184 1.081 2.351  C316 1.083
334 H 3.945 1.236 1.142  C316 1.109
335 H 4.559 -0.243 -1.787  O313 1.015

Results
HOMO-LUMO gap, eV: 8.7
Molar mass, u: 1807.760
E, eV: -158093.871
2S+1: 1
Lowest unoccupied orbital energy, eV: 0.54